[1]
Here is a molecular structure, C17H23BrGeIrN4OS2 at a distorted geometry from OMol25. Energies are from ωB97M-V/def2-TZVPD.

Properties
Orbital gap (spin up / spin down)   7.154 / 5.587 eV
Multiplicity   2
Total charge   +2
Molar mass   708.26 g mol⁻¹
Relative energy (zero: lowest compared OMol25 entry of this formula, charge and spin)   20.0 kcal per mole

Geometry (Å):
Ir1 0.620 0.577 0.196
Br1 2.523 1.681 -1.293
Ge1 -2.681 0.904 -1.237
S1 -0.595 2.531 4.288
S2 1.036 2.098 1.815
O1 6.671 -1.228 -0.047
N1 -0.963 0.503 2.655
N2 -0.543 -0.194 1.531
N3 2.712 -0.315 0.484
N4 0.156 -1.287 -0.689
C1 4.832 0.078 -0.584
C2 -0.999 -1.385 1.366
C3 3.255 -1.327 1.180
C4 4.577 -1.682 1.054
C5 -0.493 -3.879 -1.387
C6 -0.284 1.584 2.845
C7 3.510 0.329 -0.359
C8 0.280 -3.092 -2.225
C9 -0.930 1.665 -0.515
C10 -2.320 0.098 -2.970
C11 5.389 -0.972 0.160
C12 -0.599 -2.057 0.140
C13 -3.699 2.550 -1.409
C14 -0.946 -3.355 -0.183
C15 0.589 -1.797 -1.845
C16 -3.600 -0.282 0.009
C17 -0.858 4.160 3.524
H1 -0.747 -4.893 -1.667
H2 -1.214 4.788 4.339
H3 -1.633 4.099 2.765
H4 5.429 0.641 -1.287
H5 -1.683 -0.785 -2.907
H6 -1.645 -1.823 2.116
H7 -1.297 2.422 0.179
H8 -4.017 2.902 -0.428
H9 -0.498 2.188 -1.375
H10 -1.559 -3.936 0.493
H11 4.977 -2.495 1.645
H12 -3.109 3.328 -1.893
H13 -3.261 -0.205 -3.432
H14 -1.844 0.828 -3.625
H15 -3.576 0.119 1.023
H16 -3.218 -1.302 0.005
H17 1.178 -1.142 -2.473
H18 7.002 -1.950 0.505
H19 0.646 -3.471 -3.169
H20 0.063 4.580 3.128
H21 -4.645 -0.333 -0.301
H22 2.601 -1.845 1.869
H23 -4.591 2.379 -2.013

[2]
Here is a molecular structure, C38H44N11Re from OMol25. Energies are from ωB97M-V/def2-TZVPD.

Properties
Orbital gap (spin up / spin down)   5.918 / 5.767 eV
Multiplicity   2
Total charge   +3
Molar mass   841.05 g mol⁻¹

Geometry (Å):
Re1 0.256 0.408 -0.502
N1 -0.073 -0.668 -2.275
N2 0.324 -1.706 0.338
N3 -0.562 1.595 1.123
N4 0.197 2.241 -1.480
N5 1.813 0.473 1.073
N6 1.277 -2.496 4.788
N7 -1.867 0.145 -0.708
N8 0.101 -3.669 1.299
N9 2.095 0.263 -1.503
N10 1.241 -3.096 3.660
N11 0.164 -3.933 3.635
C1 -0.169 -4.596 2.405
C2 -0.529 -3.853 4.811
C3 0.339 2.258 -2.913
C4 -1.097 4.322 -1.373
C5 -0.422 -2.433 1.181
C6 -2.040 1.827 1.064
C7 -3.775 -0.981 -1.765
C8 0.024 1.290 2.444
C9 1.510 1.377 2.213
C10 0.207 -2.934 5.552
C11 -0.435 6.110 0.104
C12 3.217 0.557 0.567
C13 -0.544 1.854 -5.120
C14 1.511 2.743 -3.481
C15 -0.476 -2.149 -4.565
C16 -0.178 -2.588 6.853
C17 1.212 -3.756 0.501
C18 -0.694 1.833 -3.740
C19 2.202 -0.286 -2.662
C20 -1.680 -4.472 5.306
C21 3.421 -0.297 -3.523
C22 -0.014 3.554 -0.949
C23 -2.051 -4.114 6.583
C24 0.870 4.094 -0.012
C25 -1.309 -3.186 7.349
C26 0.952 -0.915 -3.103
C27 0.660 5.365 0.512
C28 0.646 2.295 -5.685
C29 -2.336 -0.637 -1.620
C30 -1.537 -1.870 -3.709
C31 -1.308 5.586 -0.845
C32 -2.776 0.754 0.277
C33 1.668 2.748 -4.861
C34 -1.561 -1.985 2.025
C35 3.181 1.015 -0.861
C36 0.781 -1.654 -4.266
C37 1.329 -2.567 -0.117
C38 -1.304 -1.119 -2.576
H1 -4.298 -0.178 -2.295
H2 -1.634 1.525 -3.297
H3 -1.293 -2.041 3.082
H4 -1.214 -4.891 2.446
H5 -1.365 1.548 -5.756
H6 1.366 5.781 1.220
H7 2.913 2.070 -0.920
H8 1.792 2.392 1.937
H9 3.141 -0.278 -4.574
H10 1.759 3.538 0.259
H11 -1.768 3.927 -2.129
H12 3.813 1.230 1.182
H13 -0.276 0.300 2.774
H14 4.006 -1.204 -3.346
H15 -2.532 -2.225 -3.938
H16 -3.911 -1.898 -2.333
H17 2.582 3.133 -5.295
H18 3.654 -0.439 0.634
H19 -2.173 2.781 0.554
H20 -2.447 -2.606 1.882
H21 -1.638 -2.959 8.354
H22 1.706 -0.467 1.453
H23 2.077 -2.260 -0.828
H24 2.080 1.088 3.096
H25 2.294 3.142 -2.844
H26 -0.174 2.516 0.896
H27 -3.185 -0.024 0.924
H28 -4.255 -1.103 -0.795
H29 -2.928 -4.571 7.024
H30 1.616 -1.837 -4.927
H31 4.145 0.871 -1.342
H32 0.761 2.322 -6.760
H33 -2.152 6.172 -1.184
H34 1.815 -4.648 0.455
H35 -0.634 -2.734 -5.462
H36 0.405 -1.889 7.438
H37 -1.809 -0.957 1.791
H38 -2.234 -5.218 4.750
H39 -0.293 2.017 3.195
H40 4.058 0.564 -3.342
H41 -3.626 1.210 -0.231
H42 -0.599 7.101 0.504
H43 0.440 -5.480 2.229
H44 -2.449 1.931 2.068

[3]
Here is a molecular structure, C4H9N2 at a distorted geometry from OMol25. Energies are from ωB97M-V/def2-TZVPD.

Properties
Orbital gap   12.195 eV
Total charge   +1
Molar mass   85.13 g mol⁻¹
Relative energy (zero: lowest compared OMol25 entry of this formula, charge and spin)   91.9 kcal per mole

Geometry (Å):
N1 0.032 0.026 0.033
N2 -2.108 0.037 -0.037
C1 0.811 -1.199 0.154
C2 0.802 1.308 0.189
C3 -0.912 0.087 -1.172
C4 -1.178 -0.116 0.817
H1 -1.100 -0.275 1.837
H2 0.312 -2.086 -0.057
H3 1.301 0.993 1.164
H4 -1.140 0.977 -1.693
H5 0.084 2.175 0.217
H6 1.498 1.345 -0.596
H7 -1.088 -0.814 -1.757
H8 0.958 -1.247 1.209
H9 1.729 -1.211 -0.309

[4]
Here is HO3PS2 in the gas phase at a distorted geometry from OMol25. Energies are from ωB97M-V/def2-TZVPD.

Properties
Orbital gap (spin up / spin down)   6.498 / 6.495 eV
Molar mass   144.11 g mol⁻¹
Relative energy (zero: lowest compared OMol25 entry of this formula, charge and spin)   31.3 kcal per mole

Geometry (Å):
S1 3.924 -0.050 -1.120
S2 3.658 0.655 0.621
P1 1.185 -0.923 0.821
O1 0.152 -0.471 -0.338
O2 2.169 0.769 0.925
O3 2.199 -1.767 0.187
H1 -0.562 0.104 -0.060

[5]
Here is 2 unconnected molecules or ions with the total composition C3H13N3 at a distorted geometry from OMol25. Energies are from ωB97M-V/def2-TZVPD.

Properties
Orbital gap   9.555 eV
SMILES   CCN.NCN
Molar mass   91.16 g mol⁻¹
Relative energy (zero: lowest compared OMol25 entry of this formula, charge and spin)   11.0 kcal per mole

Geometry (Å):
N1 3.510 -0.021 -0.370
N2 -1.762 -1.047 -0.499
N3 1.324 -0.938 0.091
C1 -1.706 1.054 0.744
C2 -2.574 -0.011 0.122
C3 2.097 0.304 -0.158
H1 0.445 -0.959 -0.396
H2 -2.304 1.751 1.339
H3 -1.131 0.513 1.504
H4 -2.217 -1.955 -0.443
H5 -3.269 -0.443 0.894
H6 3.947 0.677 -0.951
H7 -1.593 -0.859 -1.478
H8 -3.272 0.467 -0.605
H9 1.874 -1.767 -0.065
H10 -0.983 1.523 0.068
H11 1.770 0.859 -1.039
H12 3.971 -0.083 0.526
H13 1.874 0.935 0.713

[6]
Here is a molecular structure, C15H25AgBF4O2PS2Te from OMol25. Energies are from ωB97M-V/def2-TZVPD.

Properties
Orbital gap   6.197 eV
Total charge   -2
Molar mass   654.74 g mol⁻¹
Relative energy (zero: lowest compared OMol25 entry of this formula, charge and spin)   1.7 kcal per mole

Geometry (Å):
Te1 2.843 1.455 1.312
Ag1 1.122 -0.585 1.456
S1 0.251 -3.215 -1.572
S2 0.682 -2.999 1.792
P1 -0.338 -3.731 0.212
F1 -3.399 1.189 2.297
F2 -1.163 0.640 2.440
F3 -1.901 2.701 3.180
F4 -2.442 0.794 4.353
O1 -0.249 -5.345 0.305
O2 -1.926 -3.588 0.444
C1 5.139 -0.563 0.664
C2 -1.136 -5.764 2.588
C3 4.557 0.667 0.318
C4 -2.715 -2.395 0.719
C5 6.288 -0.996 0.000
C6 -0.972 -6.241 1.155
C7 8.133 -0.734 -1.701
C8 -2.302 -6.612 0.515
C9 -2.224 -1.157 -0.002
C10 5.163 1.432 -0.697
C11 4.599 2.758 -1.130
C12 6.890 -0.251 -0.999
C13 -2.858 -2.199 2.216
C14 4.563 -1.449 1.731
C15 6.309 0.965 -1.333
B1 -2.223 1.340 3.074
H1 -1.899 -1.965 2.671
H2 -2.144 -6.927 -0.517
H3 -2.177 -1.324 -1.077
H4 5.198 3.182 -1.939
H5 5.250 -2.265 1.966
H6 4.574 3.467 -0.300
H7 -1.764 -4.875 2.639
H8 -1.606 -6.562 3.170
H9 -2.765 -7.433 1.069
H10 -0.338 -7.134 1.166
H11 6.718 -1.954 0.279
H12 -0.173 -5.517 3.031
H13 3.614 -1.886 1.412
H14 7.996 -0.755 -2.785
H15 8.988 -0.084 -1.494
H16 3.566 2.650 -1.464
H17 -3.527 -1.361 2.414
H18 -3.264 -3.102 2.679
H19 6.755 1.571 -2.117
H20 -2.974 -5.755 0.515
H21 8.395 -1.742 -1.377
H22 4.351 -0.881 2.638
H23 -1.233 -0.864 0.345
H24 -2.895 -0.330 0.232
H25 -3.692 -2.668 0.307

[7]
Here is a molecular structure, C19H14BrFeN4O3Se at a distorted geometry from OMol25. Energies are from ωB97M-V/def2-TZVPD.

Properties
Orbital gap (spin up / spin down)   6.159 / 5.959 eV
Multiplicity   6
Molar mass   561.05 g mol⁻¹
Relative energy (zero: lowest compared OMol25 entry of this formula, charge and spin)   52.2 kcal per mole

Geometry (Å):
Br1 2.598 -4.962 4.438
Se1 -1.114 -2.455 -0.574
Fe1 -0.788 -0.155 0.031
O1 -4.294 0.772 -1.605
O2 -2.609 -0.010 -0.381
O3 -0.870 -0.776 1.974
N1 -0.811 1.827 0.264
N2 -0.886 0.079 -2.360
N3 0.682 -4.544 0.480
N4 1.002 -0.129 0.449
C1 -2.302 0.028 -2.729
C2 2.681 2.094 -1.967
C3 -0.014 -3.711 0.088
C4 -0.497 -2.335 3.682
C5 0.293 -3.304 4.247
C6 1.297 0.879 -0.392
C7 1.792 -1.013 1.034
C8 -3.186 0.314 -1.467
C9 1.285 -1.803 2.083
C10 1.676 3.026 -2.170
C11 0.472 2.951 -1.446
C12 0.274 1.874 -0.528
C13 -1.789 2.716 0.117
C14 -0.073 -1.580 2.558
C15 -1.721 3.743 -0.814
C16 -0.581 3.881 -1.585
C17 1.554 -3.565 3.704
C18 2.511 1.040 -1.091
C19 2.055 -2.821 2.659
H1 3.033 -3.028 2.255
H2 -2.572 -0.979 -3.057
H3 3.301 0.321 -0.940
H4 -1.477 -2.128 4.079
H5 -0.479 4.688 -2.295
H6 -2.581 0.744 -3.506
H7 2.825 -1.128 0.722
H8 -0.368 -0.647 -2.851
H9 -0.485 0.964 -2.658
H10 -2.650 2.563 0.750
H11 -0.064 -3.882 5.087
H12 1.815 3.841 -2.864
H13 -2.549 4.426 -0.917
H14 3.611 2.188 -2.506

[8]
Here is 2 unconnected molecules or ions with the total composition C19H24N2O5 at a distorted geometry from OMol25. Energies are from ωB97M-V/def2-TZVPD.

Properties
Orbital gap   8.760 eV
SMILES   CNC(=O)[C@@H](NC(C)=O)[C@@H](C)O.Oc1cccc(-c2ccccc2)c1O
Molar mass   360.41 g mol⁻¹
Relative energy (zero: lowest compared OMol25 entry of this formula, charge and spin)   29.4 kcal per mole

Geometry (Å):
O1 -4.362 -2.708 -0.484
O2 0.408 6.083 0.044
O3 0.499 -2.082 -1.304
O4 2.640 4.704 0.748
O5 -2.285 0.440 -1.967
N1 -2.141 -2.964 -0.696
N2 -2.263 -1.350 -3.238
C1 -0.302 -1.328 -0.422
C2 2.931 0.847 0.776
C3 0.288 4.773 0.441
C4 -3.382 -3.431 -0.588
C5 -1.793 -1.532 -0.734
C6 4.070 0.106 1.115
C7 4.802 0.436 2.261
C8 0.068 2.101 1.229
C9 1.435 4.055 0.811
C10 -1.985 -2.724 -3.654
C11 -0.966 4.152 0.466
C12 -3.545 -4.933 -0.603
C13 1.333 2.707 1.203
C14 0.069 -1.761 0.997
C15 3.267 2.257 2.710
C16 -2.129 -0.773 -2.035
C17 4.400 1.512 3.059
C18 -1.076 2.815 0.859
C19 2.520 1.926 1.571
H1 -1.382 -3.618 -0.803
H2 -0.559 -1.238 1.718
H3 2.462 5.607 0.429
H4 -1.860 4.693 0.175
H5 -2.535 -0.702 -3.961
H6 -0.023 1.069 1.546
H7 -2.993 -5.364 0.230
H8 4.390 -0.719 0.487
H9 -0.057 -0.271 -0.535
H10 5.685 -0.137 2.527
H11 1.112 -1.514 1.196
H12 -1.052 -3.072 -3.208
H13 2.370 0.608 -0.121
H14 -2.807 -3.377 -3.357
H15 4.972 1.780 3.942
H16 -0.460 6.432 -0.216
H17 -1.885 -2.763 -4.740
H18 2.964 3.105 3.317
H19 1.409 -1.802 -1.176
H20 -4.603 -5.174 -0.503
H21 -0.072 -2.835 1.116
H22 -2.048 2.327 0.868
H23 -2.363 -1.031 0.048
H24 -3.168 -5.329 -1.544

[9]
Here is C4H6N2 in the gas phase at a distorted geometry from OMol25. Energies are from ωB97M-V/def2-TZVPD.

Properties
Orbital gap   8.820 eV
Molar mass   82.11 g mol⁻¹
Relative energy (zero: lowest compared OMol25 entry of this formula, charge and spin)   105.5 kcal per mole

Geometry (Å):
N1 0.922 0.562 1.403
N2 0.095 -1.621 0.107
C1 -0.824 0.488 -0.353
C2 0.622 -0.581 -0.678
C3 -1.013 -0.907 -0.254
C4 0.631 0.732 0.009
H1 0.357 1.243 1.910
H2 -1.899 -1.399 -0.650
H3 1.119 1.540 -0.543
H4 0.930 -0.784 -1.701
H5 -1.545 1.207 -0.735
H6 0.575 -0.434 1.521

[10]
Here is a molecular structure, C9H9EuN7OS7Sb from OMol25. Energies are from ωB97M-V/def2-TZVPD.

Properties
Orbital gap (spin up / spin down)   5.687 / 5.702 eV
Multiplicity   7
Total charge   -2
Molar mass   729.41 g mol⁻¹
Relative energy (zero: lowest compared OMol25 entry of this formula, charge and spin)   0.0 kcal per mole

Geometry (Å):
Eu1 0.192 -0.438 -0.414
Sb1 2.524 -0.265 -2.664
S1 -1.310 -0.862 2.023
S2 0.277 -0.565 -3.381
S3 -3.842 -2.200 2.896
S4 2.382 -2.074 -1.065
S5 -4.518 -3.200 0.250
S6 2.017 1.554 -1.141
S7 -2.096 -2.074 -1.095
O1 -6.064 -3.520 2.365
N1 0.038 1.772 1.321
N2 0.028 3.975 3.042
N3 3.048 0.941 3.109
N4 1.867 -0.250 1.612
N5 -1.607 1.217 -1.523
N6 -1.243 2.544 -1.921
N7 3.668 -0.217 2.799
C1 -3.017 -2.279 0.373
C2 2.961 -0.911 1.897
C3 -2.709 -1.817 1.603
C4 0.953 1.925 2.278
C5 1.967 0.875 2.364
C6 0.942 3.021 3.135
C7 -0.885 2.722 1.230
C8 -5.026 -3.070 1.927
C9 -0.881 3.816 2.084
H1 -1.440 2.643 -2.910
H2 -1.625 2.618 0.453
H3 -1.524 0.568 -2.307
H4 3.267 -1.833 1.431
H5 4.564 -0.433 3.190
H6 1.699 3.113 3.903
H7 -2.559 1.200 -1.185
H8 -1.638 4.585 1.986
H9 -0.226 2.566 -1.839

[11]
Here is a gas-phase ion, CH5N2OS (charge +1) at a distorted geometry from OMol25. Energies are from ωB97M-V/def2-TZVPD.

Properties
Orbital gap   9.376 eV
Total charge   +1
SMILES   N[C@@]1([NH3+])OS1
Molar mass   93.13 g mol⁻¹
Relative energy (zero: lowest compared OMol25 entry of this formula, charge and spin)   52.0 kcal per mole

Geometry (Å):
S1 -2.091 0.106 0.508
O1 -1.367 0.068 -1.065
N1 0.297 -1.255 0.222
N2 0.569 1.094 -0.085
C1 -0.407 -0.124 -0.137
H1 1.161 1.007 -0.839
H2 0.131 -1.780 1.194
H3 0.112 1.997 -0.039
H4 0.452 -1.923 -0.459
H5 1.144 0.810 0.699

[12]
Here is C5H7NO in the gas phase at a distorted geometry from OMol25. Energies are from ωB97M-V/def2-TZVPD.

Properties
Orbital gap   8.484 eV
Molar mass   97.12 g mol⁻¹
Relative energy (zero: lowest compared OMol25 entry of this formula, charge and spin)   164.5 kcal per mole

Geometry (Å):
O1 -1.263 0.931 -1.742
N1 -1.723 -0.501 -1.599
C1 -0.773 -0.326 1.311
C2 0.734 -0.433 1.020
C3 1.213 0.873 0.427
C4 0.672 -0.203 -0.505
C5 -0.689 0.114 -0.883
H1 -1.112 0.702 1.552
H2 -1.303 -1.255 1.611
H3 -1.304 -0.990 -2.475
H4 1.406 -1.179 1.559
H5 0.547 1.745 0.530
H6 2.251 1.141 0.402
H7 1.345 -0.620 -1.207